# 1
18
Properties=species:S:1:pos:R:3 method="wB97M-V/def2-TZVPD" max_force_ev_per_a=2.78 smiles="CC(N)=O.O.O.O" homo_lumo_gap_ha=0.38828 e_above_lowest_kj_mol=106.2
C 1.53 -1.58 -0.77
C 0.42 -1.05 0.07
N 0.68 0.07 0.80
O -0.76 -1.41 0.01
H 1.15 -2.25 -1.56
H 2.25 -2.11 -0.14
H 2.04 -0.75 -1.28
H 1.65 0.17 1.05
H 0.01 0.80 1.02
H -1.32 1.41 1.93
H -0.88 3.00 1.59
O -1.38 2.20 1.38
H -3.24 -1.53 2.19
H -1.86 -1.29 1.62
O -2.44 -1.02 2.35
H 0.74 2.61 -3.55
H 0.90 0.99 -3.57
O 0.52 1.77 -3.14


# 2
77
Properties=species:S:1:pos:R:3 method="wB97M-V/def2-TZVPD" spin_multiplicity=2 max_force_ev_per_a=1.98 homo_lumo_gap_ha="0.18857 / 0.26863" e_above_lowest_kj_mol=0.0
Lu 0.40 -1.42 -0.45
C 1.53 2.24 -5.35
C 1.18 1.01 -4.58
C 1.74 -0.24 -4.72
C 1.35 -1.28 -3.89
N 0.41 -1.06 -2.86
C -0.21 0.11 -2.80
S -1.46 0.34 -1.67
N 0.14 1.13 -3.64
C 1.85 -2.69 -4.03
H 2.39 2.05 -5.98
H 1.78 3.07 -4.67
H 0.70 2.57 -5.99
H 2.49 -0.41 -5.48
H -0.32 2.01 -3.48
H 2.71 -2.73 -4.70
H 1.07 -3.34 -4.43
H 2.14 -3.09 -3.05
O 0.11 -3.62 -0.97
S 0.11 -5.10 -1.21
C -1.36 -5.75 -0.35
C -2.55 -4.91 -0.72
C -3.07 -4.95 -2.01
C -4.11 -4.11 -2.38
C -4.63 -3.21 -1.45
C -4.11 -3.17 -0.16
C -3.07 -4.01 0.20
C 1.41 -5.78 -0.12
C 1.30 -5.32 1.30
C 1.61 -4.00 1.63
C 1.43 -3.54 2.92
C 0.95 -4.40 3.91
C 0.66 -5.72 3.59
C 0.83 -6.18 2.30
H -1.16 -5.73 0.72
H -1.44 -6.78 -0.71
H -2.66 -5.65 -2.74
H -4.50 -4.15 -3.38
H -5.42 -2.54 -1.74
H -4.49 -2.45 0.56
H -2.65 -3.95 1.20
H 2.34 -5.46 -0.58
H 1.32 -6.87 -0.22
H 1.99 -3.35 0.84
H 1.62 -2.50 3.15
H 0.78 -4.03 4.91
H 0.29 -6.39 4.36
H 0.59 -7.21 2.05
S -1.91 -1.61 3.76
C -1.47 -1.64 2.21
N -1.16 -1.69 1.08
Br 2.71 3.43 0.30
C 2.12 2.75 1.97
C 2.27 3.60 3.05
C 1.85 3.21 4.31
C 1.27 1.96 4.50
C 1.15 1.10 3.42
C 1.57 1.47 2.14
C 1.39 0.43 1.07
O 1.15 0.73 -0.13
O 1.45 -0.79 1.42
H 2.72 4.57 2.90
H 1.97 3.89 5.15
H 0.91 1.66 5.47
H 0.69 0.13 3.54
O 2.53 -1.84 -0.95
N 3.47 -0.93 -0.77
C 4.14 -0.90 0.38
C 5.12 0.05 0.59
C 5.41 0.96 -0.41
C 4.71 0.89 -1.60
C 3.73 -0.07 -1.76
H 3.84 -1.63 1.11
H 5.64 0.07 1.54
H 6.17 1.73 -0.26
H 4.90 1.58 -2.41
H 3.12 -0.18 -2.65


# 3
14
Properties=species:S:1:pos:R:3 method="wB97M-V/def2-TZVPD" max_force_ev_per_a=4.53 total_charge=+1 homo_lumo_gap_ha="0.30109 / 0.33753" e_above_lowest_kj_mol=471.6
C -0.98 -1.31 -0.36
C 1.27 -0.07 -0.02
C -0.59 0.95 0.02
C -0.17 -0.53 0.54
N 0.62 1.13 -0.74
O -0.15 -0.62 1.94
H -1.99 -1.47 0.06
H -0.78 -1.43 -1.48
H 1.82 0.45 0.73
H 1.83 -0.77 -0.49
H -1.64 1.22 -0.33
H 1.21 1.98 -0.35
H 0.59 1.12 -1.77
H -1.05 -0.65 2.25


# 4
18
Properties=species:S:1:pos:R:3 method="wB97M-V/def2-TZVPD" max_force_ev_per_a=5.69 smiles=Fc1ccccn1.C#CCBr homo_lumo_gap_ha=0.36468 e_above_lowest_kj_mol=79.1
C 1.68 0.88 -0.26
C 0.98 1.52 -0.99
C -1.40 -0.55 1.02
C -0.95 -0.77 -0.29
C 0.49 -1.81 1.81
C -0.61 -1.05 2.07
C 0.19 -1.61 -0.45
C 0.13 2.24 -1.92
N 0.94 -1.93 0.56
F 0.69 -1.80 -1.65
Br -1.49 2.75 -1.10
H -2.15 0.08 1.21
H -1.31 -0.36 -1.11
H 0.89 -2.35 2.61
H 2.35 0.62 0.52
H -0.83 -0.85 3.06
H 0.62 3.25 -2.24
H -0.21 1.73 -2.85


# 5
15
Properties=species:S:1:pos:R:3 method="wB97M-V/def2-TZVPD" max_force_ev_per_a=2.23 homo_lumo_gap_ha=0.39641 e_above_lowest_kj_mol=293.6
C -1.59 -1.33 0.21
C -0.13 -1.07 0.48
O 0.69 -1.14 -0.70
C 0.55 0.11 -0.10
C 1.71 1.02 0.30
O 0.92 2.19 0.05
C -0.02 1.38 -0.69
H -2.22 -1.04 1.06
H -1.92 -0.78 -0.68
H -1.77 -2.40 0.02
H 0.28 -1.60 1.35
H 1.80 0.67 1.31
H 2.55 0.97 -0.40
H 0.21 1.37 -1.76
H -1.05 1.66 -0.46


# 6
19
Properties=species:S:1:pos:R:3 method="wB97M-V/def2-TZVPD" spin_multiplicity=2 max_force_ev_per_a=5.33 total_charge=+2 homo_lumo_gap_ha="0.24784 / 0.31087" e_above_lowest_kj_mol=0.0
C 2.72 0.85 0.41
O 1.87 1.87 0.01
C 2.26 -0.51 -0.11
O 0.87 -0.63 0.23
C 0.00 -1.14 -0.67
C -1.42 -0.98 -0.26
O -1.66 0.43 -0.05
C -3.00 0.74 0.33
Bi 0.03 1.54 0.02
H 2.80 0.79 1.51
H 3.75 1.01 0.03
H 2.80 -1.34 0.35
H 2.37 -0.55 -1.21
H 0.34 -1.70 -1.53
H -1.63 -1.49 0.70
H -2.09 -1.35 -1.04
H -3.08 1.82 0.42
H -3.70 0.37 -0.44
H -3.22 0.27 1.30


# 7
15
Properties=species:S:1:pos:R:3 method="wB97M-V/def2-TZVPD" max_force_ev_per_a=5.10 total_charge=+1 homo_lumo_gap_ha=0.44771 e_above_lowest_kj_mol=124.1
C 1.37 -0.34 -0.12
C -2.39 0.79 -0.38
C 2.81 0.12 0.35
C -1.36 -0.13 0.13
O -1.73 -1.38 0.41
O -0.18 0.40 0.18
H 1.13 -1.30 0.39
H 1.48 -0.19 -1.22
H -2.08 1.75 -0.01
H -2.36 0.84 -1.48
H -3.34 0.39 -0.06
H 3.31 -0.78 -0.01
H 2.80 0.16 1.35
H 3.19 1.15 -0.14
H -2.65 -1.46 0.60


# 8
77
Properties=species:S:1:pos:R:3 method="wB97M-V/def2-TZVPD" max_force_ev_per_a=4.29 total_charge=-1 homo_lumo_gap_ha=0.12953 e_above_lowest_kj_mol=384.6
O -1.01 -1.43 0.40
H -1.69 -1.22 1.04
H -0.16 -1.33 0.83
H -1.04 -0.96 -0.44
S 2.11 -1.63 3.90
O 2.96 -0.52 4.23
O 0.90 -1.62 4.68
O 1.84 -1.61 2.46
O 2.78 -2.91 4.23
C 3.95 4.13 -0.90
C 3.47 3.91 0.53
C 2.54 4.98 1.09
O 3.06 6.34 1.27
C 3.57 6.51 2.60
N 2.69 2.71 0.37
H 3.10 4.27 -1.57
H 4.60 3.37 -1.35
H 4.39 5.13 -1.00
H 4.28 3.76 1.23
H 1.90 4.60 1.89
H 1.75 5.03 0.34
H 4.49 5.94 2.75
H 2.82 6.29 3.36
H 3.84 7.56 2.69
H 3.17 1.97 -0.13
H 2.56 2.21 1.23
C 5.04 -2.76 -3.33
C 3.74 -2.89 -2.58
C 3.14 -4.34 -2.58
O 2.87 -4.68 -3.93
C 2.88 -6.05 -4.12
N 4.05 -2.51 -1.25
H 5.77 -3.46 -2.92
H 5.52 -1.79 -3.23
H 4.95 -2.84 -4.42
H 3.00 -2.15 -2.88
H 2.17 -4.23 -2.10
H 3.81 -5.06 -2.10
H 2.03 -6.43 -3.56
H 3.76 -6.63 -3.87
H 2.78 -6.02 -5.20
H 4.60 -3.29 -0.93
H 3.28 -2.39 -0.61
C -2.08 2.10 2.99
C -3.10 1.40 3.69
C -4.48 1.95 3.37
O -5.34 1.34 4.38
C -6.69 1.37 4.06
N -3.03 -0.01 3.40
H -1.08 1.79 3.31
H -2.11 3.19 3.07
H -2.13 1.74 1.96
H -2.90 1.50 4.75
H -4.84 1.62 2.40
H -4.56 3.03 3.53
H -6.96 2.43 4.05
H -7.23 0.91 4.89
H -7.02 0.88 3.14
H -3.72 -0.27 4.10
H -2.17 -0.37 3.80
C -2.27 -2.38 -3.91
C -2.60 -0.91 -3.57
C -3.92 -0.80 -2.87
O -3.92 -1.70 -1.73
C -5.16 -1.79 -1.12
N -1.64 -0.32 -2.75
H -3.11 -2.85 -4.41
H -2.08 -2.96 -3.00
H -1.33 -2.48 -4.46
H -2.60 -0.43 -4.55
H -4.77 -1.16 -3.45
H -4.10 0.24 -2.59
H -5.93 -2.30 -1.69
H -5.58 -0.81 -0.90
H -5.10 -2.24 -0.13
H -0.73 -0.28 -3.19
H -1.95 0.64 -2.65